20
Properties=species:S:1:pos:R:3:forces:R:3:nbo_charge:R:1 method="wB97M-V/def2-TZVPD" e_above_lowest_kj_mol=452.22 homo_lumo_gap_ev=9.423 lumo_ev=0.67
C 0.81222 -0.75972 -0.52909 1.41 0.38 1.14 -0.2712
C -0.64373 -0.73959 -1.00500 0.40 0.40 1.07 -0.4881
C -1.26620 1.73156 -0.78715 -1.23 0.27 0.12 -0.7160
C 1.22205 -2.06040 0.14997 0.14 0.19 -0.02 -0.6247
C -1.04715 0.40098 -0.16032 -1.46 1.63 2.85 0.3688
C 1.15650 0.46829 0.69330 2.73 -1.33 -3.96 0.4169
O -1.34500 1.39320 1.91142 0.90 -0.10 -0.16 -0.5742
N -0.95145 0.25656 1.16777 -0.91 -0.35 -2.47 -0.2084
O 1.48599 1.61190 0.43090 -1.07 -0.80 0.53 -0.5883
H -0.68980 1.37169 2.63889 -0.67 0.10 -0.38 0.4769
H 1.45030 -0.57067 -1.39475 0.26 0.21 0.26 0.2114
H 1.72011 -0.08430 1.45716 -0.90 0.04 1.06 0.1338
H -0.72434 -0.52337 -2.07017 -0.16 -0.02 0.20 0.2280
H -1.19954 -1.63420 -0.73114 0.11 -0.11 -0.10 0.2398
H -1.94582 2.33671 -0.18761 0.07 -0.02 0.09 0.2522
H -0.33471 2.29681 -0.83394 0.29 -0.24 0.02 0.2795
H -1.71238 1.65127 -1.77685 0.21 -0.12 -0.11 0.2201
H 0.92499 -2.93656 -0.42772 0.10 0.00 0.00 0.2154
H 0.78692 -2.13552 1.14619 -0.31 -0.02 0.00 0.2160
H 2.30104 -2.07465 0.30813 0.10 -0.12 -0.16 0.2121